No. 1
76
Properties=species:S:1:pos:R:3:forces:R:3:mulliken_charge:R:1 method="wB97M-V/def2-TZVPD" homo_ev="-9.792 / -11.057" s2=0.7564 total_charge=+1 gap_ev="6.8 / 7.6" e_tot_ev=-138781.4758 multiplicity=2
Al -0.578764 -0.686495 -0.473416 0.520 0.143 0.233 -0.7762
C 5.595664 6.375968 4.321242 -0.025 -0.036 -0.030 -1.5740
C 4.805293 5.261347 3.689411 0.037 0.025 0.038 0.5005
C 3.951609 5.499637 2.619591 -0.003 -0.007 -0.034 -0.9612
C 3.219533 4.477513 2.025832 0.040 0.077 -0.010 0.5268
C 2.315463 4.820846 0.861072 0.036 -0.063 0.084 -1.4892
C 3.345084 3.179331 2.544354 -0.097 0.043 -0.051 0.2793
Te 2.100591 1.692022 1.692167 -0.051 -0.018 -0.196 0.9121
N 0.791914 -0.664387 0.612438 -0.354 -0.414 -0.306 0.1262
C 1.926701 -1.213348 0.851857 0.534 -0.102 0.092 1.1731
O 2.899762 -0.565601 1.412880 0.074 -0.039 0.166 -1.0336
C 2.283532 -2.656009 0.538304 -0.008 0.167 -0.046 0.4191
C 1.335354 -3.572143 0.098449 -0.142 0.001 0.063 0.1881
C 1.686368 -4.882279 -0.190035 0.020 -0.003 0.019 -0.9922
C 3.002187 -5.295586 -0.036544 -0.009 0.019 -0.029 -0.3809
C 3.957403 -4.393418 0.411115 -0.022 0.034 0.012 -0.7458
C 3.600823 -3.083906 0.699147 0.007 -0.008 -0.035 -0.4091
C 1.281670 1.059908 3.532367 -0.084 0.095 -0.003 1.0000
C 1.601676 -0.190395 4.044039 -0.048 -0.049 0.066 -0.6195
C 1.082094 -0.593415 5.266086 -0.006 -0.034 -0.014 -0.6705
C 0.227422 0.246156 5.963380 -0.028 0.026 -0.025 -0.8759
C -0.092878 1.492089 5.442830 0.067 -0.019 0.004 -0.8153
C 0.433042 1.933655 4.228311 0.011 0.044 0.076 0.5597
C 0.098821 3.327701 3.753579 0.068 -0.072 -0.019 -1.1729
C 4.232008 2.898569 3.589235 0.072 -0.097 0.024 1.1467
C 4.477291 1.508032 4.124215 -0.069 0.084 -0.052 -1.7773
C 4.938099 3.956091 4.146840 0.077 0.030 0.054 -0.7134
H 5.295702 7.347027 3.930763 -0.004 -0.006 -0.004 0.3570
H 6.662987 6.251108 4.129918 -0.013 -0.010 -0.008 0.3417
H 5.459484 6.386193 5.403167 -0.008 -0.009 -0.006 0.3655
H 3.855859 6.508126 2.231372 0.001 -0.014 0.012 0.3288
H 2.497567 5.842641 0.532422 0.005 0.011 0.025 0.4408
H 1.258203 4.741663 1.131155 0.010 -0.029 0.014 0.2686
H 2.486502 4.166818 0.002475 0.018 -0.016 0.012 0.2224
H 0.295569 -3.285242 0.011970 -0.074 0.072 -0.023 0.0806
H 0.930609 -5.582127 -0.524767 0.015 0.029 0.005 0.4406
H 3.281007 -6.316466 -0.265190 -0.003 0.017 0.021 0.4122
H 4.984004 -4.711383 0.537999 -0.001 0.011 -0.003 0.4241
H 4.339300 -2.376993 1.047520 0.020 0.004 0.005 0.4328
H 2.267407 -0.841857 3.495391 -0.007 0.022 0.020 0.4479
H 1.353998 -1.561332 5.668112 -0.006 0.011 0.011 0.5986
H -0.184091 -0.060387 6.917024 0.012 0.007 -0.023 0.4147
H -0.745566 2.154257 5.999888 0.003 -0.022 -0.016 0.4181
H -0.511743 3.846903 4.490999 -0.011 -0.037 -0.011 0.4813
H -0.453171 3.313791 2.810882 -0.003 -0.020 -0.054 0.1132
H 1.002923 3.921162 3.594559 -0.033 -0.037 0.030 0.1609
H 4.326108 0.738376 3.365706 -0.015 0.019 -0.031 0.1678
H 3.814722 1.281666 4.962012 -0.007 0.021 -0.010 0.3132
H 5.502530 1.423614 4.481104 0.012 0.015 0.012 0.5383
H 5.629008 3.746640 4.957641 -0.016 0.022 -0.011 0.4743
N -2.017046 -0.719042 0.918953 -0.164 0.008 -0.082 0.0457
C -1.922232 -1.978538 1.667486 -0.084 0.048 -0.116 -0.1554
C -1.271177 -1.990588 2.884716 0.123 -0.022 0.053 0.4503
C -1.138991 -3.193924 3.561438 0.018 0.002 0.000 -0.5352
C -1.659098 -4.363782 3.024198 -0.014 0.027 0.007 -0.6952
C -2.321554 -4.329773 1.805699 0.022 0.006 -0.016 -0.6381
C -2.454345 -3.132563 1.115542 -0.042 -0.016 0.006 -0.4979
H -2.946691 -0.641070 0.511437 -0.004 0.058 0.010 0.4634
H -1.890806 0.062714 1.556534 0.014 -0.022 0.076 0.4461
H -0.844467 -1.080630 3.291269 -0.017 -0.004 0.000 -0.0464
H -0.622144 -3.212942 4.511669 -0.006 0.002 0.003 0.4158
H -1.554411 -5.299171 3.557920 0.006 0.020 -0.013 0.4340
H -2.735152 -5.236497 1.383504 0.003 0.026 0.015 0.4171
H -2.963952 -3.102399 0.160470 0.015 0.000 0.012 0.4245
Cl -1.611973 -1.717814 -1.999783 -0.016 -0.194 -0.154 -0.3555
Br -1.454739 2.331903 -0.340494 -0.031 0.166 -0.071 -0.0563
C -0.106252 1.999282 -1.620100 0.023 -0.045 0.031 0.4672
C 0.449955 3.019222 -2.362296 -0.052 -0.016 0.098 -0.7308
C 1.440788 2.667573 -3.263726 0.051 0.177 -0.113 -0.1931
C 1.827272 1.344284 -3.388257 0.022 -0.169 0.040 -0.9547
C 1.202952 0.394502 -2.605294 0.069 -0.058 -0.034 0.0122
N 0.245468 0.724030 -1.730299 -0.417 0.131 0.182 0.3125
H 0.118922 4.039431 -2.236494 0.007 -0.013 -0.001 0.5073
H 1.906053 3.431662 -3.872700 0.004 -0.004 0.015 0.4312
H 2.601002 1.045196 -4.080409 -0.024 0.003 0.005 0.4496
H 1.459779 -0.656043 -2.659901 -0.012 -0.003 0.004 0.5136

No. 2
76
Properties=species:S:1:pos:R:3:forces:R:3:mulliken_charge:R:1 method="wB97M-V/def2-TZVPD" homo_ev="-9.092 / -9.511" s2=2.0100 total_charge=+1 gap_ev="6.9 / 7.3" e_tot_ev=-110247.3730 multiplicity=3
Ti -0.627929 0.474180 0.353331 -0.747 -0.233 0.175 0.5464
C -3.348156 3.077485 -3.348797 0.003 0.010 -0.024 -1.5285
C -3.097787 1.831410 -2.547944 -0.080 -0.025 -0.009 0.6787
C -3.888199 1.514807 -1.441192 0.016 -0.029 -0.080 -0.4180
C -3.665042 0.360901 -0.712869 0.072 -0.011 0.072 -0.4253
C -2.631917 -0.509079 -1.068359 -0.279 -0.032 -0.201 -0.8033
C -1.834222 -0.195807 -2.167440 -0.099 -0.072 -0.082 -0.1589
C -2.072593 0.962490 -2.899894 0.106 -0.022 0.048 -0.3980
H -2.432823 3.662040 -3.454403 -0.015 -0.047 -0.019 0.2876
H -4.102128 3.707965 -2.879589 -0.010 -0.001 0.004 0.3382
H -3.695870 2.828735 -4.352628 -0.005 -0.010 0.003 0.4245
H -4.691494 2.182165 -1.153173 -0.008 0.002 -0.005 0.3365
H -4.301669 0.123675 0.129436 -0.005 0.004 -0.001 0.4383
H -2.548729 -1.477661 -0.595890 0.076 -0.009 0.109 0.5879
H -1.073249 -0.893451 -2.499554 0.029 0.010 0.037 0.4208
H -1.453139 1.183807 -3.761534 -0.006 0.017 0.001 0.4930
N 1.702887 -1.380819 -0.879245 -0.119 -0.244 0.111 0.1826
P 0.619929 -1.923256 0.356448 0.261 0.586 -0.398 1.1211
C 0.110200 -3.536199 -0.289258 -0.023 -0.161 0.017 0.9290
C -1.203264 -3.933666 -0.059235 -0.047 -0.027 -0.041 -0.2629
C -1.661900 -5.166189 -0.507688 0.034 0.054 0.014 -1.0288
C -0.806489 -6.009757 -1.194713 0.025 -0.034 -0.013 -0.5844
C 0.508601 -5.624450 -1.431431 -0.029 -0.005 0.008 -0.7209
C 0.964725 -4.399796 -0.977989 -0.018 0.032 -0.020 -0.7827
C 1.752031 -2.302205 1.732520 0.104 -0.126 -0.061 0.8301
C 1.366963 -1.979669 3.028887 -0.052 0.017 0.066 -0.2425
C 2.209239 -2.240399 4.102389 -0.018 0.000 -0.020 -0.7418
C 3.449837 -2.819786 3.884977 0.021 -0.014 -0.015 -0.5769
C 3.847863 -3.142158 2.592503 -0.036 0.018 0.049 -0.7282
C 3.001545 -2.887730 1.525903 0.015 -0.003 0.031 -0.8185
C 1.753494 -0.140918 -1.486071 0.107 0.077 -0.076 0.4469
C 2.767582 0.121905 -2.421304 -0.093 -0.095 0.113 -0.9229
C 2.823663 1.357264 -3.014870 0.003 0.130 -0.056 -0.7037
C 1.875554 2.327363 -2.682619 0.058 -0.064 -0.025 -1.2491
C 0.907882 1.991794 -1.773395 -0.024 -0.018 0.037 -0.7762
N 0.836767 0.780055 -1.175169 0.433 0.061 -0.413 0.8516
H 2.405754 -2.016814 -1.223802 0.009 0.003 0.018 0.1561
H -1.872076 -3.289072 0.495820 0.012 0.020 -0.076 0.3683
H -2.685609 -5.460744 -0.319478 -0.003 -0.004 0.001 0.4527
H -1.159062 -6.970405 -1.545715 0.002 0.004 -0.013 0.4019
H 1.179690 -6.281768 -1.967839 -0.008 -0.008 -0.001 0.4359
H 1.995100 -4.132871 -1.178688 0.020 0.023 0.025 0.0949
H 0.406254 -1.511093 3.203871 0.003 0.010 -0.023 0.2844
H 1.894431 -1.991507 5.107449 -0.003 0.003 0.002 0.4411
H 4.106178 -3.024070 4.720628 0.005 -0.003 -0.004 0.4098
H 4.813628 -3.597280 2.417882 0.002 0.000 0.003 0.4419
H 3.338263 -3.153531 0.531749 -0.032 0.003 -0.041 0.1237
H 3.490781 -0.648284 -2.654594 0.006 0.006 -0.013 0.5209
H 3.602066 1.574520 -3.734579 0.000 0.000 0.002 0.4289
H 1.887545 3.316702 -3.115431 0.009 0.009 -0.012 0.5950
H 0.145134 2.708251 -1.488742 0.020 -0.096 -0.044 0.7557
Cl 0.895780 6.642530 -2.001441 -0.007 -0.025 0.006 -0.2366
C 0.164680 5.438826 -0.978629 0.026 0.041 -0.037 0.3429
C 0.855248 4.955112 0.120222 -0.020 -0.022 0.048 -0.9609
C 0.278288 3.974821 0.912507 0.074 0.079 0.041 -0.0854
C -0.987336 3.441654 0.635807 0.005 -0.324 -0.102 -0.0022
C -1.523930 2.260813 1.354116 -0.192 0.193 0.086 -1.9477
C -1.673942 3.998049 -0.452579 -0.041 0.104 -0.053 -0.1655
C -1.112689 4.979842 -1.255266 -0.016 0.016 0.054 -1.0336
H 1.835498 5.349887 0.352747 0.004 -0.004 -0.001 0.4593
H 0.824839 3.612951 1.774663 -0.006 -0.011 0.007 0.5511
H -2.617648 2.270134 1.325745 0.001 -0.027 0.031 0.6503
H -1.206681 2.258307 2.400831 0.004 0.013 -0.007 0.6507
H -2.671430 3.643423 -0.680795 0.068 0.053 0.070 0.7629
H -1.663356 5.393952 -2.089878 0.013 0.018 0.021 0.5600
Cl -2.401069 -0.508309 2.429762 -0.141 0.043 0.167 -0.0388
C -2.772808 -1.850553 3.558038 -0.065 0.152 -0.030 -0.6220
Cl -1.934309 -3.342867 3.184536 0.046 -0.070 0.065 -0.0749
H -3.841024 -2.014061 3.488592 0.004 -0.031 0.037 0.4372
H -2.481376 -1.507463 4.542948 -0.003 -0.044 0.016 0.3883
C 3.286085 1.360946 2.752746 -0.118 -0.051 0.002 -1.2987
C 2.011526 1.077852 2.109910 0.040 -0.025 0.031 0.7086
N 1.014658 0.833846 1.596038 0.595 0.211 0.381 0.0118
H 3.602465 0.478495 3.309536 0.019 0.003 0.003 0.3065
H 3.176729 2.203012 3.434395 0.015 -0.002 0.007 0.3654
H 4.031560 1.601719 1.996781 0.004 0.002 -0.002 0.3182

No. 3
76
Properties=species:S:1:pos:R:3:forces:R:3:mulliken_charge:R:1 method="wB97M-V/def2-TZVPD" homo_ev="-10.691 / -10.726" s2=2.0407 total_charge=+1 gap_ev="5.9 / 6.2" e_tot_ev=-131195.1265 multiplicity=3
Mo 0.453315 -0.329557 0.951467 0.144 -0.623 -0.081 -1.2974
C -3.677240 3.588541 2.056184 -0.013 0.007 -0.021 -1.6041
C -2.786697 2.690822 1.186974 0.037 0.051 0.042 1.2166
C -3.631356 1.647725 0.473201 -0.049 -0.018 0.019 -1.7285
C -1.677639 2.104323 2.030464 0.059 -0.047 -0.026 0.5170
C -0.768207 2.945194 2.671689 -0.051 0.004 -0.035 -0.4089
C 0.201467 2.455990 3.530523 0.042 -0.033 0.008 -1.3416
C 0.300782 1.095918 3.820760 0.027 0.050 -0.058 1.3925
C 1.276852 0.591866 4.841073 -0.005 -0.017 0.007 -1.6610
C -0.605509 0.234622 3.183002 -0.166 0.086 0.237 -1.2873
C -1.560330 0.731433 2.275597 -0.221 0.200 0.221 -0.8171
H -4.472282 4.021071 1.448766 -0.002 0.007 -0.005 0.4447
H -3.121846 4.407201 2.512335 0.010 0.003 0.007 0.3795
H -4.140519 3.007255 2.855626 -0.009 -0.009 0.005 0.4188
H -2.311079 3.323085 0.430446 0.017 -0.024 -0.013 -0.0940
H -4.251355 1.091858 1.183116 0.008 -0.011 0.000 0.4901
H -3.025780 0.940786 -0.091963 0.032 0.000 -0.045 0.2145
H -4.300858 2.136001 -0.233639 -0.012 0.004 -0.004 0.3700
H -0.822197 4.012433 2.494003 0.001 0.006 0.007 0.4374
H 0.891324 3.145801 4.001318 -0.001 0.008 0.018 0.3788
H 0.832649 0.646057 5.837231 -0.001 -0.002 0.005 0.3922
H 2.181297 1.199149 4.852004 0.002 0.004 -0.007 0.4203
H 1.552361 -0.445914 4.657789 -0.002 0.010 0.005 0.2983
H -0.719443 -0.775436 3.560946 0.047 0.004 -0.094 1.1555
H -2.352520 0.082254 1.937760 0.059 -0.081 -0.063 0.7317
C -2.865684 -2.474833 -1.040145 0.000 -0.008 0.037 -0.9724
C -2.231358 -2.935299 -2.181925 0.012 -0.012 -0.003 -1.1459
C -0.889895 -2.648003 -2.393145 -0.018 -0.004 0.003 -0.8135
C -0.189822 -1.890830 -1.462091 0.072 -0.021 -0.004 1.1737
C -0.827897 -1.396560 -0.312249 -0.007 0.078 0.004 1.3049
C -2.168759 -1.708328 -0.111881 0.049 -0.017 -0.109 0.0279
C 1.259475 -1.649418 -1.570623 -0.137 -0.018 -0.022 0.0889
C 2.005156 -2.008458 -2.706615 -0.010 0.001 0.013 -0.6736
C 3.359524 -1.872195 -2.686616 0.003 -0.003 0.000 -1.6280
C 4.006138 -1.437279 -1.513609 0.059 -0.014 -0.071 1.0588
C 5.415208 -1.365862 -1.432228 -0.021 0.010 0.012 -1.0220
C 6.020135 -0.967518 -0.277071 -0.058 -0.006 0.034 -0.7568
C 5.227322 -0.638727 0.840179 0.032 -0.006 -0.027 -0.8929
C 3.862052 -0.684291 0.783438 -0.003 0.075 0.049 -0.5375
C 3.214380 -1.069531 -0.406262 -0.077 0.071 0.004 -0.7094
N 1.832280 -1.106324 -0.495249 0.183 -0.207 -0.034 3.0940
H -3.904680 -2.718258 -0.862275 -0.013 0.008 -0.001 0.4749
H -2.774216 -3.530647 -2.903138 -0.005 -0.009 -0.009 0.4338
H -0.401894 -3.038234 -3.275547 -0.003 -0.005 -0.009 0.4009
H -2.693350 -1.383584 0.773167 -0.036 0.008 0.029 0.5519
H 1.498803 -2.379100 -3.583940 0.007 0.000 -0.008 0.6492
H 3.952977 -2.121887 -3.557110 0.010 0.000 -0.007 0.4598
H 5.997757 -1.633760 -2.303834 0.006 -0.009 -0.012 0.4688
H 7.097384 -0.914467 -0.210919 0.014 0.008 0.008 0.4434
H 5.704552 -0.350882 1.767063 0.016 0.003 0.007 0.4962
H 3.287989 -0.435924 1.663994 0.014 -0.025 -0.045 0.5302
N -0.286940 1.235855 -1.797829 0.018 0.044 0.013 0.0648
C -1.538383 1.690503 -2.288203 0.015 -0.034 0.045 0.3175
C -1.867765 3.040331 -2.225738 -0.003 0.005 -0.004 -0.5497
C -3.104580 3.475766 -2.676425 -0.011 -0.015 -0.006 -0.4759
C -4.023369 2.573084 -3.195542 0.032 -0.002 0.024 -0.7020
C -3.689871 1.227381 -3.259889 -0.006 0.001 0.013 -0.6959
C -2.456639 0.784479 -2.807110 -0.034 -0.011 -0.001 -0.1971
H 0.059088 0.469983 -2.365112 0.012 0.048 0.041 0.0146
H 0.405894 1.976003 -1.834216 -0.059 -0.062 -0.006 0.3996
H -1.144502 3.750942 -1.841354 0.010 0.013 0.000 0.3917
H -3.345410 4.529914 -2.635146 -0.002 0.014 0.002 0.4204
H -4.982575 2.916684 -3.556525 -0.014 0.006 -0.003 0.3994
H -4.393092 0.514410 -3.670377 -0.008 -0.005 -0.005 0.4321
H -2.202482 -0.267466 -2.858012 0.011 0.002 -0.013 0.4000
C 2.172832 -4.939154 -0.127452 -0.011 -0.004 -0.062 -0.9801
O 1.491763 -3.850582 0.520881 -0.015 0.136 -0.124 -0.0334
C 2.059900 -3.334282 1.591020 -0.088 -0.195 0.274 0.2103
S 3.400077 -3.835325 2.341771 0.111 0.066 -0.059 -0.1008
S 1.040313 -2.076373 2.356645 -0.117 0.399 -0.225 -0.3470
H 1.532505 -5.209944 -0.961341 0.021 -0.012 -0.006 0.2384
H 2.291530 -5.770850 0.564706 -0.005 0.013 -0.003 0.4033
H 3.153522 -4.607668 -0.469436 -0.011 -0.024 0.005 0.3945
Se 1.683686 1.917263 0.843692 0.116 0.204 0.082 -0.1391
C 2.509262 1.811942 -0.801581 -0.027 -0.022 0.102 0.1626
N 2.976456 1.788798 -1.855431 0.019 -0.044 -0.052 -0.5514